a | 42
Properties=species:S:1:pos:R:3:lowdin_charge:R:1 method="wB97M-V/def2-TZVPD" homo_energy_ev=-9.061 smiles="C/C=C/CCC(=O)O.O.O.O.O.O.O.O.O" gap_ha=0.3415 charge=0 e_lumo_ev=0.23
C -0.0712 2.3807 -1.0639 -0.096
C 0.2806 0.9487 -1.1591 -0.177
C -0.4329 0.0970 -0.4210 -0.118
C -0.1954 -1.4398 -0.4468 -0.129
C 0.5487 -1.6744 0.8790 -0.116
C -0.4949 -1.7859 1.8940 -0.449
O -1.2870 -0.9199 2.3005 0.025
O -0.7615 -2.9987 2.4575 0.116
H 0.5247 2.9147 -0.2876 0.089
H -1.1418 2.4974 -0.8241 0.053
H 0.2764 3.0077 -1.9136 0.089
H 1.0384 0.6745 -1.8879 0.072
H -1.0782 0.3950 0.3899 0.080
H -1.0287 -2.1718 -0.5603 0.122
H 0.3399 -1.9399 -1.2563 0.111
H 1.3079 -2.4630 0.8008 0.129
H 1.2269 -0.8599 1.2641 0.114
H -1.2876 -2.7784 3.2378 0.123
O -3.6981 -0.3466 -1.3688 -0.045
H -3.2732 -0.9962 -0.7924 0.035
H -3.5893 0.4554 -0.8302 0.023
O -1.4279 0.6024 -3.2811 -0.050
H -1.8565 0.0644 -2.6076 0.021
H -1.9214 1.4204 -3.4215 0.070
O 2.2441 1.1087 1.9146 -0.112
H 1.3468 1.2115 2.3769 0.005
H 2.7310 1.2020 2.7487 0.048
O 1.1819 -0.4877 -3.7606 -0.075
H 0.9516 -1.2110 -4.3521 0.044
H 0.4001 0.1036 -3.7300 0.010
O 3.6341 0.3686 -1.5528 -0.047
H 2.9786 0.9911 -1.2297 0.018
H 3.3351 0.0474 -2.4161 0.032
O -0.1955 1.4371 2.8087 -0.063
H -0.6210 0.5583 2.6121 0.012
H -0.5235 1.6277 3.6962 0.071
O -3.1222 2.4922 0.3233 -0.048
H -2.3038 2.0788 0.6143 0.003
H -3.1754 3.3610 0.7341 0.055
O 3.5030 -1.3146 1.2158 -0.075
H 3.3604 -1.1398 0.2756 0.018
H 3.6553 -0.4301 1.5681 0.013

b | 42
Properties=species:S:1:pos:R:3:lowdin_charge:R:1 method="wB97M-V/def2-TZVPD" homo_energy_ev=-9.913 smiles=OCCO.OCCO.OCCO.O.O.O.O gap_ha=0.3717 charge=0 e_lumo_ev=0.20
O 3.0198 2.2793 -0.2599 -0.065
C 3.9632 1.7681 0.6750 -0.248
C 3.9258 2.4652 2.0272 -0.249
O 4.9673 1.9299 2.8378 -0.065
H 2.1666 2.2306 0.1915 0.051
H 3.7588 0.6954 0.7900 0.109
H 4.9644 1.8476 0.2486 0.125
H 2.9569 2.2378 2.4962 0.118
H 3.9834 3.5541 1.9434 0.122
H 4.7910 2.2176 3.7377 0.083
O -2.9702 -1.0871 -0.0625 -0.098
C -4.1860 -1.1147 -0.7965 -0.219
C -4.6842 0.3141 -1.0228 -0.268
O -3.8000 1.1128 -1.7508 -0.047
H -2.2700 -1.0886 -0.7414 0.046
H -4.0339 -1.5125 -1.8044 0.128
H -4.9706 -1.6494 -0.2672 0.123
H -4.8913 0.7325 -0.0286 0.118
H -5.6265 0.2252 -1.5652 0.120
H -2.8849 0.9818 -1.4805 0.065
O 1.0162 -0.1132 0.7317 -0.085
C 1.4125 -0.9605 -0.3320 -0.235
C 0.2523 -1.6825 -0.9957 -0.206
O -0.6961 -0.7795 -1.5442 -0.093
H 1.2694 -0.5774 1.5472 0.064
H 1.9589 -0.3703 -1.0832 0.121
H 2.2018 -1.6623 -0.0411 0.129
H -0.2733 -2.1486 -0.1494 0.114
H 0.5270 -2.4842 -1.6806 0.127
H -0.2956 -0.3910 -2.3436 0.059
O 0.4891 -1.2269 3.2715 -0.046
H -0.2030 -0.5782 3.0805 0.057
H 0.0358 -1.9340 3.7448 0.052
O 0.4912 -0.0094 -4.0276 -0.031
H -0.0842 -0.2318 -4.7696 0.062
H 1.3183 0.2814 -4.4283 0.061
O -2.5141 -3.2991 1.6208 -0.080
H -1.6496 -3.2278 2.0368 0.005
H -2.5979 -2.4942 1.0573 -0.002
O -0.2273 2.1703 -0.5876 -0.049
H 0.4070 1.5313 -0.2236 -0.013
H -1.0181 2.0483 -0.0520 0.038

Stability ranking, top entry: a; the second entry is 0.556 eV less favorable.